Formula: C18H9Br4ClN2O3V
Source: the OMol25 dataset
Level of theory: ωB97M-V with the def2-TZVPD basis set

Last column: natural (NBO) charge in e.
Geometry (Å):
1 V -0.3484 0.2795 -0.0208  0.81
2 Br 4.3887 -2.5986 4.2454  0.02
3 C 3.0246 -1.4493 3.5948  -0.19
4 C 2.5662 -0.3888 4.3560  -0.16
5 Br 3.2398 -0.1168 6.1126  0.02
6 C 1.5945 0.4727 3.8260  -0.21
7 Br 0.9529 1.9589 4.8274  0.01
8 C 1.0542 0.3189 2.5405  0.29
9 O 0.2137 1.1197 1.9963  -0.72
10 C 1.4840 -0.8361 1.7822  0.32
11 O 0.9403 -1.0316 0.6156  -0.70
12 C 2.4765 -1.6520 2.3169  -0.21
13 Br 3.0361 -3.1044 1.2217  0.02
14 N -0.4021 -0.2300 -1.6610  -0.66
15 C -0.9062 -0.2576 -2.8924  0.18
16 C -2.3148 -0.2470 -3.1375  -0.29
17 C -2.8339 -0.2346 -4.4144  -0.20
18 C -2.0004 -0.2436 -5.5329  -0.33
19 C -0.6235 -0.2745 -5.3274  -0.23
20 C -0.0850 -0.2870 -4.0560  -0.23
21 H -2.9637 -0.2449 -2.2691  0.20
22 H -3.9110 -0.2222 -4.5544  0.18
23 H -2.4132 -0.2118 -6.5348  0.18
24 H 0.0413 -0.2944 -6.1865  0.18
25 H 0.9889 -0.3140 -3.9106  0.19
26 Cl -3.1715 5.2132 0.1856  -0.07
27 C -1.7596 4.2579 -0.1959  -0.06
28 C -0.5833 4.9199 -0.5930  -0.38
29 C 0.5168 4.0757 -0.8815  -0.26
30 C 0.3869 2.7229 -0.7922  -0.02
31 N -0.7716 2.0876 -0.4050  -0.52
32 C -1.8396 2.9002 -0.1063  -0.04
33 H -0.5424 5.9940 -0.6894  0.20
34 H 1.4635 4.5070 -1.1814  0.20
35 H 1.2201 2.0711 -1.0370  0.20
36 H -2.7473 2.4034 0.2075  0.20
37 O -2.8392 -0.9191 1.0762  -0.51
38 C -1.8852 -0.3948 0.7019  0.57

Atomic forces in eV per Å
V 1.88 -0.39 -0.03
Br -0.03 -0.02 -0.02
C 0.00 0.13 0.11
C 0.06 -0.16 -0.08
Br -0.03 0.05 -0.04
C -0.04 0.19 0.14
Br -0.01 -0.05 -0.11
C 0.15 -0.02 0.19
O 0.05 -0.38 -0.47
C 0.36 -0.13 0.39
O 0.44 -0.08 0.46
C -0.12 -0.16 -0.20
Br -0.03 0.05 0.03
N 0.15 -0.28 -0.83
C -0.40 -0.15 -0.49
C 0.27 0.02 0.17
C 0.01 -0.03 -0.13
C -0.06 0.04 -0.03
C -0.03 -0.03 -0.06
C 0.00 -0.02 0.21
H -0.03 0.02 -0.02
H 0.00 0.02 0.04
H 0.00 -0.04 0.01
H 0.02 0.02 0.02
H -0.01 0.01 0.01
Cl -0.18 0.09 0.04
C 0.18 -0.28 -0.09
C -0.02 0.15 0.00
C -0.15 -0.05 0.00
C 0.26 0.40 -0.17
N -0.35 1.87 -0.03
C -0.09 0.10 0.06
H 0.00 0.00 0.04
H 0.03 -0.07 -0.03
H -0.02 0.01 0.01
H -0.02 0.06 0.02
O -0.06 0.02 -0.05
C -2.17 -0.92 0.95

Energy relative to the best compared isomer or geometry (same formula, charge and spin)   27.1 kcal/mol
E_tot   -346315.6864 eV
2S+1   4
Kohn-Sham gap (spin up / spin down)   3.848 / 5.810 eV
Expectation value of S²   3.778
HOMO (spin up / spin down)   0.011 / -0.062 Ha
Total charge   -2

***

Formula: C19H10BrCl4IN2O2S3SbTl
Source: the OMol25 dataset
Level of theory: ωB97M-V with the def2-TZVPD basis set

Last column: Mulliken charge in e.
Geometry (Å):
1 Tl 0.2491 -0.5363 0.3776  1.11
2 Cl 4.0535 5.3443 -0.2296  -0.22
3 C 3.3605 3.8785 0.3942  0.11
4 C 3.5715 3.5047 1.7041  0.25
5 Cl 4.5413 4.4840 2.7612  -0.23
6 C 2.9876 2.3206 2.1832  0.30
7 Cl 3.1928 1.8337 3.8396  -0.21
8 C 2.2202 1.5024 1.3667  0.06
9 O 1.6466 0.4052 1.8011  -0.96
10 C 2.0142 1.8777 0.0094  0.25
11 O 1.2812 1.0938 -0.7499  -0.72
12 C 2.5729 3.0657 -0.4396  0.18
13 Cl 2.2634 3.5412 -2.0812  -0.18
14 S -3.5736 -3.3541 0.6621  -0.39
15 Sb -1.2349 -3.5809 0.5694  0.54
16 S -0.5713 -2.1713 -1.2937  -0.51
17 S -0.4648 -2.1120 2.2703  -0.56
18 Br -2.8338 2.1248 -5.7541  -0.22
19 C -1.0411 1.6014 -5.4344  0.06
20 C -0.2349 1.4119 -6.5487  -0.41
21 C 1.0856 1.0208 -6.3875  -0.45
22 C 1.5978 0.8218 -5.1145  -0.89
23 C 0.7944 1.0122 -4.0008  -0.17
24 C -0.5304 1.4069 -4.1545  0.01
25 I -1.6533 1.6358 -2.4262  0.38
26 H -0.6483 1.5721 -7.5348  0.37
27 H 1.7069 0.8678 -7.2608  0.35
28 H 2.6274 0.5176 -4.9773  0.40
29 H 1.1812 0.8662 -2.9978  0.51
30 N -2.2762 2.5441 2.4659  -0.01
31 C -1.1576 1.9204 2.0161  -0.37
32 N -1.4295 1.0062 1.1305  0.19
33 C -2.8135 0.9967 0.9867  -0.15
34 C -3.6250 0.1949 0.1875  -0.38
35 C -4.9883 0.4032 0.2679  -0.98
36 C -5.5333 1.3872 1.1115  -0.43
37 C -4.7332 2.1894 1.9022  -1.04
38 C -3.3622 1.9670 1.8220  0.62
39 H -2.2990 3.2693 3.1607  0.22
40 H -0.1606 2.1547 2.3615  0.44
41 H -3.1972 -0.5611 -0.4617  0.91
42 H -5.6511 -0.2137 -0.3245  0.44
43 H -6.6073 1.5169 1.1453  0.37
44 H -5.1543 2.9449 2.5527  0.40

Atomic forces in eV per Å
Tl 0.30 0.38 0.05
Cl -0.05 -0.11 0.06
C -0.05 0.04 -0.20
C 0.02 -0.06 0.20
Cl -0.08 -0.07 -0.08
C 0.11 0.13 0.18
Cl -0.01 0.05 -0.10
C -0.12 -0.29 0.20
O 0.08 0.04 0.23
C -0.25 -0.14 -0.33
O 0.13 0.06 -0.13
C 0.10 0.23 -0.10
Cl 0.01 -0.07 0.05
S -0.07 -0.07 -0.05
Sb -0.09 0.18 0.02
S 0.01 -0.05 0.05
S 0.05 -0.35 0.03
Br -0.01 0.01 0.06
C 0.10 0.00 0.00
C 0.08 -0.02 0.03
C -0.06 0.01 -0.01
C 0.00 -0.01 0.05
C 0.04 -0.04 0.01
C -0.03 -0.04 -0.11
I -0.25 0.11 -0.03
H 0.00 -0.01 0.00
H 0.00 0.02 0.01
H -0.01 0.00 -0.01
H 0.02 0.04 -0.05
N -0.03 -0.03 -0.01
C -0.02 0.09 0.00
N -0.13 -0.02 -0.10
C 0.17 -0.07 -0.08
C -0.06 -0.03 0.00
C 0.03 0.02 0.04
C 0.04 -0.05 -0.04
C 0.03 -0.02 -0.01
C 0.02 0.16 0.17
H 0.01 -0.02 -0.03
H -0.03 0.00 0.03
H -0.01 0.00 0.04
H 0.00 0.02 -0.01
H 0.00 0.00 -0.01
H 0.00 -0.01 0.00

Energy relative to the best compared isomer or geometry (same formula, charge and spin)   0.0 kcal/mol
E_tot   -198914.6626 eV
2S+1   2
Kohn-Sham gap (spin up / spin down)   7.016 / 4.923 eV
Expectation value of S²   0.759
HOMO (spin up / spin down)   -0.178 / -0.178 Ha
Total charge   -1

***

Formula: C19H11AuN7S5Se
Source: the OMol25 dataset
Level of theory: ωB97M-V with the def2-TZVPD basis set

Last column: natural (NBO) charge in e.
Geometry (Å):
1 Au 1.3692 -0.9881 -0.2034  0.93
2 S 6.9731 -5.8533 -0.5738  0.17
3 C 5.7351 -4.8238 -0.4871  -0.60
4 S 4.0673 -5.3283 -0.3365  0.54
5 C 3.3625 -3.7559 -0.3051  -0.42
6 C 4.2570 -2.6789 -0.4006  -0.40
7 S 3.7812 -1.0589 -0.3814  -0.04
8 S 5.9243 -3.0852 -0.5360  0.55
9 S 1.7037 -3.5234 -0.1615  0.06
10 Se -1.7687 6.7684 0.1441  0.98
11 N -0.1702 6.0000 0.2305  -0.59
12 C -0.3701 4.7258 0.0600  0.09
13 C 0.7056 3.7489 0.0694  -0.09
14 C 2.0112 4.1909 0.2557  -0.09
15 C 3.0163 3.2650 0.2724  -0.24
16 C 2.6803 1.9318 0.1132  0.07
17 N 1.4423 1.4645 -0.0734  -0.49
18 C 0.4297 2.3792 -0.1045  0.18
19 C -0.9799 1.9555 -0.3348  0.24
20 N -1.2280 0.6575 -0.5448  -0.46
21 C -2.4841 0.2840 -0.7579  0.05
22 C -3.5677 1.1515 -0.7761  -0.24
23 C -3.3293 2.4855 -0.5648  -0.11
24 C -2.0177 2.9037 -0.3443  -0.13
25 C -1.7254 4.3081 -0.1376  0.18
26 N -2.6325 5.2407 -0.1281  -0.61
27 H 2.1955 5.2503 0.3850  0.25
28 H 4.0535 3.5410 0.4153  0.24
29 H 3.4773 1.2209 0.1546  0.21
30 H -2.6595 -0.7696 -0.9406  0.19
31 H -4.5654 0.7707 -0.9585  0.24
32 H -4.1239 3.2217 -0.5685  0.25
33 N -3.1653 -3.1261 2.4956  -0.77
34 C -2.5167 -3.0218 1.3142  0.36
35 C -1.3012 -2.3131 1.1979  -0.04
36 N -0.6960 -2.2030 0.0302  -0.46
37 C -1.2378 -2.7928 -1.0435  -0.09
38 C -2.4229 -3.4915 -0.9118  0.04
39 N -3.0671 -3.6000 0.2461  -0.42
40 H -2.7486 -2.8138 3.3520  0.40
41 H -3.9777 -3.7131 2.5396  0.42
42 H -0.8385 -1.8417 2.0604  0.21
43 H -0.7147 -2.7110 -1.9889  0.23
44 H -2.8763 -3.9723 -1.7723  0.22

Atomic forces in eV per Å
Au 0.17 -0.71 0.03
S -0.02 0.01 0.00
C 0.01 0.02 0.00
S -0.01 -0.02 0.00
C 0.10 0.19 -0.01
C -0.20 -0.05 0.02
S 0.09 0.39 -0.11
S 0.02 -0.01 -0.01
S -0.04 0.09 -0.01
Se -0.12 0.39 0.03
N -0.12 0.26 0.02
C -0.14 -0.34 -0.05
C 0.01 -0.29 -0.03
C -0.01 0.10 0.01
C 0.17 0.02 0.03
C -0.36 -0.12 -0.01
N -0.34 0.29 0.08
C 0.22 -0.03 -0.02
C -0.01 -0.07 -0.03
N 0.04 0.00 0.00
C 0.21 -0.14 -0.01
C -0.14 -0.01 -0.01
C 0.03 0.05 0.01
C 0.04 -0.16 0.00
C 0.27 -0.21 0.01
N -0.05 0.28 0.03
H -0.02 -0.05 -0.01
H -0.08 -0.03 -0.02
H 0.18 -0.35 0.00
H 0.10 0.00 0.03
H 0.08 0.03 0.02
H 0.05 -0.03 0.00
N 0.04 0.06 -0.04
C 0.05 -0.05 -0.11
C 0.04 0.10 -0.04
N -0.19 0.44 0.12
C 0.09 0.00 -0.04
C -0.06 0.01 0.07
N 0.04 0.00 -0.01
H 0.01 0.00 0.02
H -0.07 -0.06 0.01
H -0.05 -0.02 -0.10
H -0.06 0.02 0.09
H 0.02 0.02 0.06

E_tot   -153520.7360 eV
2S+1   3
Kohn-Sham gap (spin up / spin down)   7.465 / 6.208 eV
Expectation value of S²   2.030
HOMO (spin up / spin down)   -0.391 / -0.421 Ha
Total charge   +1

***

Formula: C19H12AuN4O4
Source: the OMol25 dataset
Level of theory: ωB97M-V with the def2-TZVPD basis set

Last column: natural (NBO) charge in e.
Geometry (Å):
1 Au 0.3001 -1.3133 -2.6346  1.47
2 O 3.8366 -1.2378 -4.4456  -0.49
3 C 2.7141 -1.3898 -4.0790  0.74
4 O 2.2353 -0.9126 -2.9153  -0.73
5 C 1.6841 -2.1275 -4.9249  0.10
6 C 1.8399 -2.7169 -6.1624  -0.17
7 C 0.7267 -3.3323 -6.7351  -0.11
8 C -0.5099 -3.3597 -6.0905  -0.17
9 C -0.6053 -2.7536 -4.8548  0.11
10 N 0.4858 -2.1849 -4.3558  -0.43
11 C -1.8170 -2.6288 -3.9400  0.74
12 O -2.8795 -3.0743 -4.2397  -0.49
13 O -1.5813 -1.9571 -2.7978  -0.72
14 H 2.8031 -2.6887 -6.6525  0.27
15 H 0.8254 -3.8016 -7.7048  0.25
16 H -1.3798 -3.8326 -6.5243  0.27
17 N 0.6282 2.1211 3.6228  -0.53
18 C 0.0490 2.5510 4.7952  0.19
19 C 0.5463 3.2703 5.8809  -0.26
20 C -0.3437 3.5265 6.8993  -0.18
21 C -1.6829 3.0878 6.8491  -0.22
22 C -2.1681 2.3809 5.7753  -0.17
23 C -1.2808 2.1085 4.7281  0.05
24 N -1.4948 1.4329 3.5483  -0.40
25 C -0.3476 1.4580 2.9241  0.30
26 C -0.1529 0.8323 1.6237  0.04
27 C 1.0673 0.8268 0.9474  -0.23
28 C 1.1662 0.2063 -0.2749  0.07
29 N 0.1066 -0.3982 -0.8376  -0.52
30 C -1.0851 -0.3988 -0.2052  0.07
31 C -1.2433 0.2043 1.0150  -0.21
32 H 1.5829 2.2704 3.3498  0.42
33 H 1.5715 3.6119 5.9255  0.23
34 H -0.0086 4.0814 7.7652  0.23
35 H -2.3375 3.3190 7.6782  0.23
36 H -3.1939 2.0427 5.7276  0.23
37 H 1.9515 1.2993 1.3501  0.23
38 H 2.0927 0.1777 -0.8322  0.25
39 H -1.8993 -0.8990 -0.7116  0.25
40 H -2.2019 0.1984 1.5128  0.28

Atomic forces in eV per Å
Au 0.02 -0.05 0.04
O 0.00 -0.05 0.05
C -0.03 0.11 -0.13
O -0.08 -0.03 0.03
C 0.00 -0.05 0.02
C 0.01 0.01 0.02
C 0.00 -0.02 -0.02
C -0.02 0.00 0.02
C 0.03 -0.04 0.02
N -0.02 0.06 0.07
C -0.04 0.11 -0.12
O 0.03 -0.04 0.05
O 0.08 0.02 0.02
H 0.00 0.00 0.00
H 0.00 0.00 0.00
H 0.00 0.00 0.00
N 0.01 -0.02 0.00
C -0.03 0.00 -0.02
C 0.00 0.01 0.01
C 0.01 0.00 0.00
C -0.02 0.00 -0.01
C 0.00 0.00 0.01
C 0.01 0.02 0.00
N 0.00 -0.02 0.00
C 0.00 0.01 0.01
C -0.01 0.03 0.00
C 0.02 0.01 -0.01
C 0.00 -0.01 -0.02
N 0.00 -0.02 -0.04
C 0.01 -0.01 -0.01
C -0.01 -0.02 -0.01
H 0.00 0.00 0.00
H 0.00 0.00 0.00
H 0.00 0.00 0.00
H 0.00 0.00 0.00
H 0.00 0.00 0.00
H 0.00 -0.01 0.01
H 0.00 0.00 0.01
H 0.00 0.00 0.00
H 0.00 -0.01 0.00

Energy relative to the best compared isomer or geometry (same formula, charge and spin)   0.1 kcal/mol
E_tot   -37734.6632 eV
2S+1   1
Kohn-Sham gap   6.425 eV
HOMO   -0.407 Ha
Total charge   +1

***

Formula: C19H12O4S
Source: the OMol25 dataset
Level of theory: ωB97M-V with the def2-TZVPD basis set

Last column: natural (NBO) charge in e.
Geometry (Å):
1 O -1.4066 -3.2308 -1.8840  -0.54
2 O 3.3185 3.8132 -0.2550  -0.58
3 O -0.8743 4.6404 0.0129  -0.98
4 O 2.7352 2.0862 -1.5908  -0.67
5 C -1.0100 -2.3793 -1.0957  0.53
6 C 2.5957 3.3294 -1.0843  0.78
7 C 0.1605 -4.8807 1.5353  -0.20
8 C 0.4978 -4.0181 2.6739  -0.18
9 C -0.2852 -4.2367 0.3757  -0.18
10 C 0.4063 -2.6336 2.4927  -0.21
11 C -2.1755 0.9741 -2.4004  -0.22
12 C -1.8618 -0.3887 -2.4153  -0.13
13 C 0.4223 0.2656 1.8943  -0.14
14 C 0.5153 1.6428 1.7132  -0.25
15 C -0.4013 -2.8968 0.2272  -0.08
16 C 0.0201 -2.0878 1.2531  -0.03
17 C -1.8350 1.8102 -1.3249  -0.15
18 C -1.3051 -0.9606 -1.1667  -0.14
19 C -0.2473 -0.5788 1.0659  -0.01
20 C -0.1139 2.1809 0.6465  -0.14
21 C -0.7936 -0.1033 -0.1706  -0.04
22 C -0.9136 1.3159 -0.2844  -0.05
23 S 0.4597 4.0022 0.3669  1.28
24 C 1.2107 3.9964 -1.2571  -0.73
25 H 3.4940 1.6794 -1.1712  0.50
26 H 0.0826 -5.9628 1.5826  0.22
27 H 0.5944 -4.4308 3.6522  0.22
28 H -0.6822 -4.8093 -0.3900  0.23
29 H 0.5687 -1.9969 3.4167  0.22
30 H -2.6724 1.4776 -3.2325  0.22
31 H -2.2163 -1.1376 -3.1440  0.25
32 H 1.0495 -0.1138 2.6276  0.20
33 H 0.8141 2.3720 2.4181  0.23
34 H -1.9481 2.8888 -1.4224  0.25
35 H 0.5829 3.4153 -1.8837  0.25
36 H 1.2137 4.9559 -1.7819  0.28

Atomic forces in eV per Å
O 0.50 1.16 -0.10
O 0.91 -0.22 -0.41
O 1.19 0.27 0.60
O -0.68 0.85 -0.48
C -0.94 -2.22 1.53
C -1.30 0.31 1.27
C -0.06 2.37 1.17
C -1.27 -0.59 -2.81
C 0.57 -1.85 1.71
C 0.28 -0.13 1.09
C -0.07 0.61 0.46
C 0.11 -1.54 3.35
C -0.48 0.14 -0.21
C -1.63 0.48 -1.04
C 0.42 1.30 -1.14
C -1.25 2.48 0.70
C 3.01 -0.76 0.18
C -0.15 2.09 -3.28
C 2.37 -1.99 -0.31
C 0.14 0.27 -2.29
C -0.84 0.84 1.00
C -0.74 1.51 -0.95
S -4.11 -0.42 -0.13
C 1.58 -1.54 -1.29
H 0.58 -0.12 0.20
H 0.28 0.21 0.25
H 0.50 -0.23 0.45
H -0.45 -1.23 -1.51
H -0.22 -0.67 -1.45
H -0.01 -0.48 0.13
H 0.47 0.78 0.12
H 0.66 -0.96 1.56
H 1.39 0.09 0.85
H -0.33 -0.23 0.25
H -0.72 -0.88 -0.50
H 0.30 0.30 1.02

Energy relative to the best compared isomer or geometry (same formula, charge and spin)   48.6 kcal/mol
E_tot   -38920.6346 eV
2S+1   1
Kohn-Sham gap   7.277 eV
HOMO   -0.316 Ha

***

Formula: C19H13BeF3N2O2PS2
Source: the OMol25 dataset
Level of theory: ωB97M-V with the def2-TZVPD basis set

Last column: natural (NBO) charge in e.
Geometry (Å):
1 Be -0.1678 1.7487 0.1068  1.44
2 S 1.0064 0.0171 0.1784  -0.38
3 C 0.7523 0.3463 1.8613  -0.20
4 S 0.1111 1.9297 2.1737  -0.39
5 C 0.9760 -0.5862 2.8552  -0.50
6 C 1.4672 -1.8892 2.5549  0.32
7 N 1.8617 -2.9445 2.3109  -0.38
8 C 0.6743 -0.3041 4.2183  0.32
9 N 0.4336 -0.0976 5.3271  -0.38
10 F 1.0710 5.0455 0.7422  -0.32
11 C 1.4916 4.5035 -0.4160  0.88
12 F 2.2174 5.4323 -1.0521  -0.32
13 F 2.3056 3.4829 -0.1187  -0.31
14 C 0.2684 4.0523 -1.2600  0.71
15 O -0.1910 4.8234 -2.0694  -0.60
16 O -0.1822 2.8883 -0.9708  -0.94
17 C -3.4485 2.3644 -0.4454  -0.95
18 P -2.2467 1.0008 -0.3206  0.75
19 C -3.1008 -0.2408 0.6961  -0.27
20 C -4.2287 -0.9057 0.2115  -0.21
21 C -4.8878 -1.8312 1.0021  -0.23
22 C -4.4211 -2.1066 2.2828  -0.20
23 C -3.3003 -1.4533 2.7688  -0.20
24 C -2.6405 -0.5200 1.9781  -0.21
25 C -2.2553 0.2409 -1.9730  -0.26
26 C -1.6704 -1.0180 -2.1236  -0.23
27 C -1.5872 -1.6043 -3.3750  -0.20
28 C -2.0757 -0.9372 -4.4918  -0.22
29 C -2.6420 0.3194 -4.3522  -0.22
30 C -2.7295 0.9091 -3.0971  -0.22
31 H -4.3894 2.0529 -0.9006  0.22
32 H -3.0025 3.1785 -1.0175  0.26
33 H -3.6366 2.7215 0.5676  0.25
34 H -4.5809 -0.7090 -0.7948  0.21
35 H -5.7604 -2.3451 0.6186  0.21
36 H -4.9308 -2.8378 2.8980  0.21
37 H -2.9264 -1.6671 3.7617  0.22
38 H -1.7709 -0.0043 2.3662  0.25
39 H -1.2684 -1.5300 -1.2573  0.24
40 H -1.1298 -2.5796 -3.4799  0.21
41 H -2.0056 -1.3948 -5.4707  0.21
42 H -3.0124 0.8492 -5.2207  0.21
43 H -3.1598 1.8973 -3.0029  0.21

Atomic forces in eV per Å
Be 0.10 0.05 0.06
S -0.04 0.01 0.01
C 0.05 0.07 -0.05
S -0.02 -0.05 -0.03
C -0.04 -0.04 0.07
C 0.01 0.02 -0.06
N 0.00 -0.03 0.03
C 0.08 0.01 0.01
N -0.05 -0.01 0.00
F -0.01 0.00 -0.01
C 0.10 -0.05 -0.03
F -0.02 -0.04 0.02
F -0.01 0.09 -0.03
C -0.13 0.08 0.10
O 0.10 0.00 -0.02
O -0.03 -0.10 -0.04
C -0.01 0.00 0.03
P 0.02 -0.01 -0.04
C -0.07 -0.02 -0.05
C 0.01 -0.01 0.02
C 0.00 -0.01 0.00
C 0.00 -0.01 0.01
C 0.00 0.00 -0.01
C 0.02 0.02 0.06
C 0.02 0.04 -0.02
C -0.01 0.01 0.01
C 0.00 0.00 0.00
C 0.00 -0.02 -0.02
C -0.01 0.02 0.01
C 0.00 -0.03 0.00
H -0.01 0.00 0.02
H 0.01 -0.01 -0.01
H -0.01 0.01 -0.01
H 0.00 0.01 0.00
H 0.00 0.00 0.00
H 0.00 0.00 0.00
H 0.00 0.00 0.00
H -0.03 -0.01 -0.02
H 0.00 -0.01 0.01
H 0.00 0.00 0.00
H 0.00 0.00 0.00
H 0.00 0.00 0.00
H 0.00 0.01 -0.01

Energy relative to the best compared isomer or geometry (same formula, charge and spin)   5.3 kcal/mol
E_tot   -66509.2064 eV
2S+1   1
Kohn-Sham gap   7.706 eV
HOMO   -0.190 Ha
Total charge   -1